This record from the OMol25 dataset describes C6H12O6 in the gas phase in a non-equilibrium geometry. The level of theory is ωB97M-V/def2-TZVPD.

Each line ends with the natural charge from an NBO analysis.
Atoms and positions in Å:
O -0.1514 1.7445 0.6856  -0.5397
O -3.2671 -2.0090 0.8689  -0.7307
O -2.1028 1.2529 -0.5738  -0.5449
O 1.0283 -0.4268 2.3891  -0.5250
O 4.0358 -1.4088 -0.8563  -0.6980
O 3.1221 -0.3659 1.1214  -0.5551
C 2.8255 -1.2713 -0.0302  0.1988
C -0.7793 1.9100 -0.6343  0.2193
C -3.4123 -0.7997 0.0375  -0.0768
C -1.9651 -0.2277 -0.5574  -0.1152
C 1.7704 0.1858 1.4638  0.7560
C 1.3002 1.5246 0.5959  -0.1833
H -3.8912 0.0517 0.7146  0.2003
H -1.1381 -0.6183 0.1800  0.1831
H -1.7151 -0.6815 -1.6134  0.1771
H 1.9413 -0.8663 -0.7069  0.1437
H -2.3209 -2.3395 0.8710  0.4729
H 1.8290 2.5141 0.9988  0.2364
H -4.0928 -0.9746 -0.9026  0.1751
H 3.8936 -0.7751 -1.6329  0.4758
H -0.8608 3.0659 -0.8510  0.1905
H 1.7138 1.3627 -0.4874  0.1997
H -0.2006 1.4236 -1.5271  0.1472
H 2.4375 -2.2713 0.4468  0.1927

## Properties
E_LUMO (eV): 0.0
Highest occupied orbital energy (eV): -10.427
HOMO-LUMO gap (eV): 10.433